(1)
# C25H23F7FeN6O9S2

A molecular structure, C25H23F7FeN6O9S2 (the ωB97M-V functional and the def2-TZVPD basis, OMol25).

The HOMO-LUMO gap (alpha / beta) comes out at 0.17679 / 0.17604 Eh. As for the LUMO energy (alpha / beta): -1.99 / -1.99 eV. Its spin multiplicity is 1.

```
73
Properties=species:S:1:pos:R:3:forces:R:3:lowdin_charge:R:1
C -2.642 -4.392 4.715 0.027 -0.002 0.046 -0.07
H -0.591 1.201 1.116 0.001 -0.004 -0.018 0.15
N 2.402 2.052 -0.109 0.013 0.024 -0.054 0.02
S 2.639 3.533 -4.936 -0.066 0.119 0.009 0.65
C -1.112 -3.018 6.063 -0.026 -0.045 0.001 -0.07
F 1.752 1.463 -6.359 -0.039 0.001 0.019 0.14
F -0.500 3.127 -7.366 0.024 0.046 -0.016 0.14
C -0.680 -0.650 0.043 0.029 0.151 -0.169 -0.02
F 3.578 2.345 -7.076 -0.004 0.029 -0.027 0.13
C 2.896 2.006 -5.978 -0.007 0.040 -0.043 -0.67
O 0.297 -1.279 -4.619 -0.043 0.032 -0.078 0.03
O 1.115 3.608 -1.168 -0.072 -0.081 0.033 -0.13
H -1.073 -5.131 5.921 -0.052 0.010 0.043 0.18
C -0.181 -5.181 -0.390 0.000 0.007 -0.019 -0.10
H 0.106 5.094 0.317 0.004 -0.001 0.001 0.12
O 0.975 0.681 -3.780 0.000 0.132 -0.040 -0.04
C -0.112 -0.872 -2.342 -0.018 0.119 -0.008 0.01
C 1.706 3.920 1.086 0.010 -0.045 -0.132 -0.17
H 0.019 -1.611 4.836 0.006 0.013 -0.007 0.14
H -2.191 -4.366 -0.844 -0.012 0.006 -0.039 0.15
Fe 1.047 2.148 -2.473 0.149 0.388 -0.107 0.55
S -0.118 4.051 -4.902 0.068 0.019 -0.065 0.64
O -0.263 1.242 -1.247 -0.015 0.206 -0.143 0.02
H -0.622 -4.288 4.548 0.032 -0.065 0.055 0.18
C -0.330 0.008 -1.234 -0.074 -0.152 0.117 -0.26
H 3.166 4.246 4.104 -0.003 0.007 0.004 0.10
F -1.186 0.323 3.495 0.001 -0.025 0.022 0.06
O 2.353 1.412 -1.214 0.020 -0.192 0.021 -0.14
H -0.228 -3.074 6.694 0.021 0.017 -0.024 0.14
N -1.529 -2.472 3.747 -0.030 -0.099 -0.015 -0.12
H 0.766 -4.793 -0.038 -0.004 0.005 0.008 0.11
H 1.453 6.024 4.293 -0.001 -0.002 0.002 0.10
C -0.400 -2.185 -2.190 -0.045 -0.051 -0.083 0.05
F 3.614 1.119 -5.301 0.010 -0.019 0.048 0.15
H -0.318 -2.809 -3.069 -0.015 -0.021 0.002 0.14
C 1.520 5.428 3.392 0.005 0.009 0.015 -0.10
H -0.989 -5.938 -2.333 -0.004 -0.004 0.011 0.11
C -1.016 -1.912 4.987 0.005 -0.010 -0.023 -0.13
C 0.662 5.671 2.330 -0.008 -0.012 -0.031 -0.08
C -0.406 -5.153 -1.875 0.046 -0.016 0.025 -0.08
H 0.406 -4.782 -2.483 -0.008 0.026 -0.011 0.11
O -0.804 5.301 -4.932 0.014 0.001 -0.040 -0.26
H -0.080 6.456 2.398 0.004 0.003 0.009 0.10
C 2.584 3.669 2.133 -0.016 0.019 0.060 -0.03
C -1.262 -1.829 2.500 0.035 0.130 0.097 -0.16
O -0.206 3.289 -3.673 -0.327 -0.182 0.154 -0.31
H -3.365 -4.524 5.517 -0.001 -0.030 0.000 0.13
H -3.503 -2.399 4.507 -0.015 -0.007 -0.011 0.14
C -1.033 3.007 -6.153 0.014 -0.062 0.067 -0.66
C 0.750 4.920 1.166 0.014 0.042 0.053 0.00
H -1.990 -2.903 6.694 0.016 -0.008 0.028 0.13
H -1.573 -1.041 5.338 0.007 0.011 0.001 0.13
O 2.532 3.083 -3.560 0.092 -0.216 -0.046 -0.31
F -2.304 3.415 -6.216 -0.028 0.004 0.057 0.13
C 0.410 -0.445 -3.725 0.176 -0.167 0.273 -0.58
C -1.062 -0.450 2.390 -0.050 -0.077 -0.037 -0.19
H -2.654 -5.267 4.068 -0.002 0.021 -0.027 0.13
C 2.480 4.429 3.286 0.006 -0.013 -0.015 -0.09
F -1.024 1.728 -5.800 0.036 0.021 -0.032 0.15
N -1.276 -4.322 5.339 0.010 0.122 -0.140 0.04
C -1.181 -2.608 1.362 0.032 -0.024 -0.101 0.06
H 3.334 2.900 2.031 -0.004 0.001 -0.005 0.10
C -1.133 -4.187 -1.001 -0.013 0.006 0.002 -0.27
N 1.762 3.155 -0.121 0.059 -0.040 0.063 -0.20
H -1.300 -3.680 1.444 -0.006 0.011 0.027 0.11
H -3.307 -3.265 2.984 0.009 -0.003 -0.009 0.13
O 3.768 4.345 -5.249 0.020 0.007 0.070 -0.25
N 1.323 4.179 -5.499 0.004 -0.124 -0.045 -0.28
C -0.758 0.133 1.192 -0.029 -0.004 0.038 0.10
C -0.897 -2.029 0.118 -0.006 -0.073 0.118 -0.12
C -2.839 -3.068 3.944 -0.035 0.052 0.036 -0.12
H -0.596 -5.997 0.187 0.002 -0.002 -0.003 0.10
N -0.786 -2.790 -1.030 0.057 0.020 0.030 0.01
```
Forces are in eV/Å.

***

(2)
# C25H23FN3NiO5S

A molecular structure, C25H23FN3NiO5S (the ωB97M-V functional and the def2-TZVPD basis, OMol25).

The value obtained for the energy above the lowest of the compared OMol25 structures with the same formula, charge and spin is 8.1 kcal/mol. The HOMO-LUMO gap (alpha / beta) comes out at 0.24980 / 0.27056 Eh. Its net charge is -1. As for the LUMO energy (alpha / beta): 2.31 / 2.27 eV. Its spin multiplicity is 3.

```
59
Properties=species:S:1:pos:R:3:forces:R:3:lowdin_spin:R:1
C 1.306 2.463 2.669 -0.093 0.003 -0.007 0.00
C 1.216 3.852 2.731 0.022 -0.003 -0.009 0.00
C 0.192 -2.830 1.502 0.022 -0.026 0.030 0.00
C 1.345 1.436 -4.316 0.004 0.003 -0.007 0.00
O 0.815 0.316 3.500 0.108 -0.018 -0.202 0.05
C 2.864 3.969 0.996 0.004 -0.039 0.032 0.00
H -5.910 -0.745 -0.072 0.000 -0.002 0.001 0.00
C 0.112 -4.220 1.494 0.014 -0.017 0.001 0.00
C -5.237 -0.502 1.953 -0.003 -0.001 -0.001 0.00
H -2.034 0.157 2.864 0.004 -0.004 -0.001 0.00
C -1.332 0.133 0.302 -0.007 -0.037 0.039 0.01
H 0.506 -0.473 -4.882 0.004 0.006 0.003 0.00
H 3.420 -4.926 1.525 0.001 -0.006 0.000 0.00
H -0.743 -2.276 1.507 -0.002 0.004 0.008 0.00
Ni 1.453 -0.133 1.477 -0.382 -0.241 0.107 1.71
H 1.931 5.688 1.883 -0.004 -0.002 0.007 0.00
C 2.887 2.587 1.002 -0.130 0.126 0.136 0.00
H -4.279 -0.217 3.854 -0.002 0.000 0.001 0.00
H 0.534 2.042 -4.726 -0.004 0.001 0.002 0.00
H 1.677 -0.561 -3.571 0.010 0.015 0.022 0.00
O 4.078 0.616 0.412 0.135 0.089 0.016 0.01
C -0.058 -0.004 -1.681 0.010 0.094 -0.042 0.01
F 1.229 -6.308 1.498 -0.003 -0.002 -0.002 0.00
S 1.546 0.027 -1.088 0.081 0.067 0.141 0.05
H 0.542 4.280 3.459 0.004 0.008 0.003 0.00
H 5.128 1.887 -1.147 0.011 -0.050 0.001 0.00
N -0.238 0.034 -3.030 0.005 -0.006 0.038 0.00
H -3.651 -0.382 -1.042 0.007 0.002 -0.003 0.00
H -1.505 0.555 -4.571 0.003 -0.006 -0.003 0.00
O -0.143 2.103 4.492 -0.048 0.016 -0.053 0.00
C 2.559 -2.932 1.521 0.031 -0.031 -0.038 0.02
H -0.839 -4.739 1.486 -0.001 -0.007 -0.001 0.00
C -3.807 -0.342 0.028 0.013 -0.005 -0.001 0.00
H 2.149 1.399 -5.055 0.002 -0.004 -0.001 0.00
C 0.862 0.032 -3.979 -0.011 -0.045 -0.018 0.00
O 4.543 2.508 -0.693 -0.072 0.075 -0.016 0.00
H -2.224 0.660 -2.968 0.006 -0.019 0.001 0.00
H 3.518 4.524 0.341 0.006 -0.017 -0.017 0.00
C -2.161 -1.341 -3.767 -0.007 0.002 -0.007 0.00
C 0.557 1.540 3.648 0.110 -0.049 0.126 0.00
H -1.512 -1.962 -4.389 0.004 0.001 -0.003 0.00
C 3.866 1.783 0.221 0.116 -0.197 -0.135 0.00
C -2.717 -0.085 0.853 -0.024 0.010 0.010 0.00
C 1.986 4.607 1.870 -0.018 0.013 0.019 0.00
H -3.145 -1.297 -4.239 -0.004 0.001 0.005 0.00
N -1.213 -0.089 -1.006 -0.017 -0.048 0.031 0.00
H 1.721 1.921 -3.416 -0.001 -0.001 0.005 0.00
O -0.478 0.513 1.126 0.123 0.001 -0.104 0.03
C -4.150 -0.250 2.779 -0.003 -0.001 0.006 0.00
C -5.064 -0.548 0.576 -0.011 -0.002 0.002 0.00
H -6.219 -0.665 2.382 -0.001 0.000 -0.001 0.00
H 3.539 -2.462 1.520 0.000 0.006 0.001 0.00
C 2.519 -4.325 1.518 -0.013 -0.016 0.001 0.00
N 2.095 1.863 1.792 0.085 0.035 -0.119 0.01
C 1.287 -4.941 1.503 -0.003 0.015 -0.001 0.00
H -2.257 -1.814 -2.791 0.002 0.000 0.007 0.00
C 1.408 -2.138 1.513 -0.076 0.269 0.030 0.06
C -2.893 -0.040 2.233 0.006 0.017 -0.003 0.00
C -1.580 0.056 -3.602 -0.014 0.024 -0.037 0.00
```
Forces are in eV/Å.

***

(3)
# C25H24BiCl5NO4SSb2

A molecular structure, C25H24BiCl5NO4SSb2 in a non-equilibrium geometry (the ωB97M-V functional and the def2-TZVPD basis, OMol25).

The value obtained for the energy above the lowest of the compared OMol25 structures with the same formula, charge and spin is 81.7 kcal/mol. The HOMO-LUMO gap comes out at 0.26678 Eh. Its net charge is +1. As for the LUMO energy: -3.67 eV. Its spin multiplicity is 1.

```
63
Properties=species:S:1:pos:R:3:forces:R:3:nbo_charge:R:1
C -0.898 5.100 1.163 -0.049 0.002 -0.016 -0.12
H -0.729 -0.716 -2.769 0.030 -0.021 0.019 0.19
C -3.732 0.360 4.898 0.002 0.008 0.008 -0.06
C -1.605 2.686 0.770 -0.121 -0.483 -0.252 0.14
H 0.959 -4.335 -5.972 0.013 0.015 0.001 0.23
H -1.798 5.473 0.694 -0.012 -0.035 0.014 0.24
H 2.323 -0.044 -5.362 0.114 0.073 0.035 0.25
C 1.608 -1.559 -4.090 0.000 -0.069 -0.087 -0.04
C -3.161 -0.192 6.036 0.014 -0.007 -0.002 -0.10
C 2.046 -1.463 -1.544 -0.350 0.206 -0.015 -0.68
N -1.046 1.502 1.008 0.471 0.612 0.223 -1.02
H 1.423 -5.439 -3.788 0.019 0.021 0.002 0.22
C 0.492 3.285 1.855 -0.118 -0.100 -0.085 -0.25
S 0.508 1.535 1.748 0.730 -0.150 -0.167 2.25
C 1.304 -2.374 -5.190 -0.018 0.006 0.012 -0.20
H 2.363 3.728 2.819 0.002 0.046 -0.004 0.24
C 1.771 -2.137 1.718 -0.109 0.323 -0.092 -0.93
H 1.966 -4.052 -1.839 -0.017 -0.079 0.079 0.20
H -2.095 0.407 -3.080 -0.017 0.023 -0.020 0.22
C -2.142 -1.136 5.892 -0.044 0.032 -0.071 -0.06
Cl -1.448 -1.850 7.284 0.022 -0.009 0.011 0.10
H -1.735 -0.903 -4.219 -0.028 -0.038 0.054 0.24
Cl -3.710 0.267 7.592 0.000 -0.003 -0.001 0.09
C -0.233 -3.715 -0.219 -0.090 0.227 0.001 -0.98
C -0.680 3.736 1.261 0.017 0.099 0.038 -0.20
H 0.564 -4.424 -0.009 0.037 0.021 -0.012 0.25
C -1.693 -1.499 4.627 -0.048 0.051 0.018 -0.13
C 1.835 -0.115 -4.394 -0.277 0.258 0.189 -0.75
Sb 0.046 1.158 -4.602 0.098 -0.242 0.339 0.97
H 2.194 -0.389 -1.631 -0.019 0.010 -0.019 0.25
C 0.539 2.234 -2.764 -0.230 0.011 -0.182 -0.37
C -3.272 -0.017 3.639 0.010 0.006 0.083 -0.16
H -1.033 -3.873 0.506 0.024 0.074 0.013 0.25
C 1.761 -2.175 -2.838 0.028 -0.225 -0.003 -0.01
Cl -5.012 1.494 5.038 0.018 0.005 -0.018 0.09
Bi -1.953 -0.343 0.405 -0.690 0.074 0.112 1.59
O 0.475 0.835 2.996 -0.177 0.122 0.087 -0.90
C -1.295 -0.180 -3.535 0.105 0.099 -0.081 -1.00
Cl -0.473 -2.689 4.476 0.141 -0.123 -0.119 0.06
C 1.225 5.486 2.265 -0.073 -0.009 -0.004 -0.16
H 2.455 0.402 -3.661 0.061 -0.105 0.003 0.23
C 1.196 -3.746 -5.096 -0.024 0.058 -0.068 -0.19
Cl -4.039 0.665 2.246 -0.078 -0.013 -0.144 0.08
C 1.734 -3.575 -2.782 -0.086 0.095 -0.003 -0.23
H 2.653 -2.658 1.348 -0.022 0.022 -0.068 0.24
H 1.957 6.178 2.660 -0.014 0.023 -0.023 0.24
H 0.353 1.547 -1.925 0.053 0.026 0.072 0.15
H 2.044 -1.207 2.204 0.036 -0.027 0.066 0.27
O 1.481 1.077 0.775 -0.346 0.049 0.076 -0.94
H -0.609 -3.877 -1.227 0.016 0.033 -0.023 0.25
H -0.090 7.036 1.605 -0.015 -0.008 -0.012 0.24
O -1.749 -1.319 2.271 -0.241 0.154 -0.224 -0.86
C 1.462 4.119 2.364 0.033 -0.183 0.034 -0.19
H 1.211 -2.771 2.394 -0.061 -0.020 0.065 0.25
H -1.090 3.359 -2.729 -0.030 -0.095 0.026 0.47
C 1.444 -4.361 -3.878 0.019 -0.081 0.098 -0.21
C 0.063 5.967 1.670 0.096 0.075 0.049 -0.18
C -2.235 -0.932 3.464 0.003 0.001 0.139 0.36
O -0.142 3.463 -2.603 0.051 0.147 0.150 -0.72
H 2.923 -1.891 -1.057 -0.005 0.039 0.083 0.25
Sb 0.538 -1.727 0.042 1.137 -0.939 -0.361 1.14
H 1.181 -1.896 -6.155 -0.009 -0.020 -0.009 0.21
H 1.600 2.479 -2.772 0.018 -0.069 -0.012 0.20
```
Forces are in eV/Å.